{"formula": "C5H6O2", "method": "ωB97M-V with the def2-TZVPD basis set", "symbols": ["O", "C", "C", "C", "O", "C", "C", "H", "H", "H", "H", "H", "H"], "xyz": [[-2.125, 0.015, 0.269], [-1.000, -0.725, 0.630], [0.017, -0.410, -0.419], [-0.294, 1.684, -0.436], [0.061, 2.272, 0.536], [1.384, -0.765, -0.155], [2.550, -0.974, 0.079], [-1.598, 0.830, -0.140], [-0.627, -0.521, 1.648], [-1.159, -1.810, 0.536], [-0.336, -0.675, -1.420], [-0.459, 2.214, -1.413], [3.586, -1.133, 0.286]], "forces_ev_per_a": [[0.510, 1.623, -0.603], [0.599, -0.518, -0.116], [0.053, 2.013, -0.280], [2.802, -0.936, 0.201], [-0.546, -0.382, -0.541], [0.556, 0.479, -0.048], [-0.485, 0.120, -0.081], [-2.516, -2.168, 1.111], [-0.125, 0.083, -0.282], [-0.491, 0.173, 0.237], [0.127, 0.052, 0.182], [-0.256, -0.483, 0.255], [-0.228, -0.054, -0.034]], "e_tot_ha": -344.4143, "de_lowest_kj_mol": 492.47, "orbital_gap_ev": 8.471, "multiplicity": 1}